One molecule with the formula C24H19F3N2O2, computed with wB97M-V/def2-TZVPD.

```
50
Properties=species:S:1:pos:R:3
O 1.857 -4.983 -1.607
C 1.687 -3.850 -2.014
C 1.484 -3.572 -3.461
C 0.559 -2.631 -3.906
C 0.374 -2.430 -5.262
C 1.112 -3.156 -6.182
C 2.025 -4.103 -5.746
C 2.201 -4.319 -4.392
C 1.682 -2.691 -1.097
C 1.413 -2.899 0.256
C 1.423 -1.860 1.158
C 1.731 -0.548 0.766
N 1.804 0.494 1.653
C 1.846 0.285 3.079
C 0.436 0.388 3.685
N -0.337 1.350 2.919
C -1.577 1.004 2.508
O -2.104 -0.050 2.803
C -2.319 2.019 1.683
C -2.771 1.682 0.413
C -3.543 2.567 -0.319
C -3.893 3.796 0.213
C -3.462 4.132 1.483
F -3.798 5.322 2.006
C -2.679 3.251 2.218
F -2.259 3.595 3.449
C 0.459 2.416 2.365
C 1.402 1.839 1.287
C 2.032 -0.375 -0.597
F 2.415 0.851 -1.052
C 2.003 -1.399 -1.512
H -0.032 -2.078 -3.190
H -0.350 -1.704 -5.603
H 0.970 -2.990 -7.240
H 2.593 -4.678 -6.462
H 2.900 -5.061 -4.035
H 1.175 -3.900 0.582
H 1.171 -2.066 2.185
H 2.299 -0.679 3.305
H 2.493 1.062 3.501
H 0.489 0.705 4.733
H -0.100 -0.563 3.635
H -2.512 0.715 0.011
H -3.881 2.297 -1.307
H -4.501 4.498 -0.336
H 1.026 2.876 3.179
H -0.171 3.182 1.916
H 0.869 1.809 0.336
H 2.278 2.489 1.171
H 2.277 -1.186 -2.534
```

Output
Lowest unoccupied orbital energy = 0.18 eV
SMILES string = O=C(c1ccccc1)c1ccc(N2CCN(C(=O)c3cccc(F)c3F)CC2)c(F)c1
Energy above the lowest of the compared OMol25 structures with the same formula, charge and spin = 9.4 kcal per mole
Total charge = 0

Mulliken population analysis, charges in e, atoms 1 to 2: number 1, O, carries -0.613; number 2, C, carries 0.147